Record 1
The following is a DFT calculation (ωB97M-V/def2-TZVPD) of 2 unconnected molecules or ions with the total composition C3H12N2OS.

```
19
Properties=species:S:1:pos:R:3:mulliken_charge:R:1
N -0.629 -1.661 -0.477 -0.59
C 0.503 -0.919 0.030 0.33
C 1.840 -1.225 -0.649 -0.67
S 2.755 -2.603 -0.020 0.09
C 0.259 0.600 0.021 -1.16
N -1.103 1.016 0.309 -0.39
H -0.414 -2.642 -0.599 0.27
H -0.956 -1.309 -1.372 0.27
H 0.634 -1.186 1.088 0.38
H 1.804 -1.285 -1.742 0.43
H 2.536 -0.395 -0.449 0.46
H 1.921 -3.012 0.962 0.24
H 0.529 1.020 -0.955 0.38
H 0.893 1.063 0.765 0.44
H -1.752 0.418 -0.188 0.26
H -1.330 0.928 1.295 0.28
H -1.867 4.119 0.897 0.32
H -2.932 3.443 0.084 0.32
O -2.691 3.631 0.999 -0.64
```

Calculated values
Total charge ... +1
Energy relative to the best compared isomer or geometry (same formula, charge and spin) ... 0.646 eV
Lowest unoccupied orbital energy (alpha / beta) ... -0.1211 / -0.3378 Eh
DFT total energy ... -19159.04640 eV
HOMO-LUMO gap (alpha / beta) ... 10.29 / 3.54 eV
HOMO level (alpha / beta) ... -0.499 / -0.468 Ha
Spin multiplicity ... 2

---

Record 2
The following is a DFT calculation (ωB97M-V/def2-TZVPD) of 2 unconnected molecules or ions with the total composition C3H12N2S.

```
18
Properties=species:S:1:pos:R:3:mulliken_charge:R:1
C 2.095 -1.419 -0.002 -0.95
C 2.511 -0.073 0.494 -0.39
S 2.944 1.148 -0.812 -0.24
H 2.821 -2.025 -0.550 0.32
H 1.258 -1.333 -0.702 0.27
H 1.620 -1.979 0.806 0.29
H 1.686 0.432 1.005 0.21
H 3.319 -0.097 1.219 0.38
H 4.197 1.426 -0.438 0.11
N -3.315 1.259 -0.150 -0.61
C -2.523 0.051 -0.418 -0.37
N -1.342 -0.083 0.404 -0.52
H -4.063 1.068 0.493 0.23
H -3.699 1.622 -1.010 0.22
H -3.133 -0.851 -0.359 0.31
H -2.153 0.108 -1.444 0.34
H -0.671 0.621 0.095 0.20
H -1.552 0.124 1.367 0.20
```

Calculated values
Energy relative to the best compared isomer or geometry (same formula, charge and spin) ... 0.216 eV
Lowest unoccupied orbital energy ... 0.0340 Eh
DFT total energy ... -17120.62980 eV
HOMO-LUMO gap ... 9.88 eV
HOMO level ... -0.329 Ha

---

Record 3
The following is a DFT calculation (ωB97M-V/def2-TZVPD) of a molecular structure, C3H12N3.

```
18
Properties=species:S:1:pos:R:3:mulliken_charge:R:1
C 1.268 -1.186 0.106 -1.16
C 1.411 1.272 0.022 -0.89
C -1.727 -0.177 -0.537 -0.54
N -1.720 0.519 0.694 -0.37
N -0.354 -0.013 -1.040 -0.58
N 0.555 0.041 0.069 0.01
H 1.699 -1.331 1.034 0.42
H 0.730 -2.117 -0.098 0.40
H 1.929 -1.149 -0.639 0.49
H 2.114 1.041 -0.715 0.34
H 0.781 2.037 -0.238 0.37
H 1.945 1.434 0.941 0.36
H -2.458 0.174 -1.286 0.30
H -2.134 -1.258 -0.513 0.31
H -2.342 0.210 1.499 0.30
H -1.935 1.448 0.342 0.34
H -0.106 -0.769 -1.696 0.30
H -0.496 0.183 0.933 0.60
```

Calculated values
Total charge ... +1
Energy relative to the best compared isomer or geometry (same formula, charge and spin) ... 3.696 eV
Lowest unoccupied orbital energy ... -0.1110 Eh
DFT total energy ... -7766.93458 eV
HOMO-LUMO gap ... 10.99 eV
HOMO level ... -0.515 Ha

---

Record 4
The following is a DFT calculation (ωB97M-V/def2-TZVPD) of 2 unconnected molecules or ions with the total composition C3H12N3O.

```
19
Properties=species:S:1:pos:R:3:mulliken_charge:R:1
O -0.658 1.654 1.778 -0.76
C -0.936 0.484 2.301 -0.32
C -1.576 -0.536 1.402 -0.60
N -1.390 0.102 0.086 -0.34
H -0.866 0.232 3.355 0.40
H -1.067 -1.511 1.401 0.22
H -2.649 -0.727 1.585 0.31
H -2.087 -0.175 -0.598 0.33
H -1.448 1.120 0.275 0.38
H -0.361 -0.111 -0.187 0.34
N 1.047 0.564 -2.425 -0.61
C 1.881 -0.122 -1.463 -0.50
N 1.209 -0.439 -0.172 -0.62
H 0.309 -0.039 -2.790 0.25
H 0.599 1.373 -2.011 0.26
H 2.227 -1.049 -1.906 0.37
H 2.750 0.500 -1.271 0.35
H 1.642 0.093 0.577 0.27
H 1.370 -1.413 0.065 0.26
```

Calculated values
Energy relative to the best compared isomer or geometry (same formula, charge and spin) ... 0.888 eV
Lowest unoccupied orbital energy (alpha / beta) ... 0.0187 / 0.0173 Eh
DFT total energy ... -9820.47905 eV
HOMO-LUMO gap (alpha / beta) ... 4.87 / 8.44 eV
HOMO level (alpha / beta) ... -0.160 / -0.293 Ha
Spin multiplicity ... 2

---

Record 5
The following is a DFT calculation (ωB97M-V/def2-TZVPD) of 2 unconnected molecules or ions with the total composition C3H12N3O.

```
19
Properties=species:S:1:pos:R:3:mulliken_charge:R:1
C -1.881 1.689 1.428 -0.56
O -0.777 0.760 1.671 -0.60
H -0.821 0.519 2.591 0.27
H -2.813 1.225 1.719 0.29
H -1.853 1.917 0.366 0.27
H -1.684 2.575 2.032 0.27
C -0.302 -2.067 -0.882 -1.11
C 1.185 -0.132 -0.661 0.54
N 1.449 1.033 -0.065 -0.33
N 0.192 -0.880 -0.194 -0.18
N 1.674 -0.482 -1.885 -0.43
H 0.956 1.218 0.794 0.31
H 2.384 1.387 -0.135 0.27
H -0.388 -0.506 0.576 0.41
H 2.021 -1.423 -1.970 0.26
H 2.180 0.243 -2.372 0.23
H -1.181 -2.370 -0.298 0.36
H 0.302 -2.963 -0.850 0.34
H -0.645 -1.741 -1.867 0.41
```

Calculated values
Total charge ... +1
Energy relative to the best compared isomer or geometry (same formula, charge and spin) ... 1.034 eV
Lowest unoccupied orbital energy ... -0.1031 Eh
DFT total energy ... -9817.77943 eV
HOMO-LUMO gap ... 11.52 eV
HOMO level ... -0.526 Ha

---

Record 6
The following is a DFT calculation (ωB97M-V/def2-TZVPD) of 2 unconnected molecules or ions with the total composition C3H12N3O.

```
19
Properties=species:S:1:pos:R:3:mulliken_charge:R:1
C 1.959 1.686 -1.865 -0.80
C 0.805 0.730 0.172 0.64
N 0.535 1.001 1.463 -0.37
N 1.230 1.768 -0.567 -0.23
N 0.545 -0.453 -0.380 -0.27
H 0.412 1.981 1.674 0.21
H 0.072 0.384 2.109 0.24
H 1.612 2.486 0.038 0.25
H 1.199 -0.909 -0.992 0.23
H -0.321 -0.968 -0.160 0.25
H 1.676 2.657 -2.300 0.28
H 1.651 0.762 -2.371 0.34
H 3.041 1.703 -1.845 0.30
C -2.427 -2.396 1.149 -0.51
O -1.968 -1.306 0.333 -0.59
H -2.526 -1.149 -0.424 0.28
H -2.067 -2.175 2.169 0.20
H -3.487 -2.503 1.025 0.27
H -1.941 -3.299 0.771 0.27
```

Calculated values
Total charge ... +1
Energy relative to the best compared isomer or geometry (same formula, charge and spin) ... 1.470 eV
Lowest unoccupied orbital energy ... -0.1038 Eh
DFT total energy ... -9817.34348 eV
HOMO-LUMO gap ... 11.58 eV
HOMO level ... -0.529 Ha

---

Record 7
The following is a DFT calculation (ωB97M-V/def2-TZVPD) of 2 unconnected molecules or ions with the total composition C3H12N4.

```
19
Properties=species:S:1:pos:R:3:mulliken_charge:R:1
C 0.276 -0.111 -1.154 -0.33
C -1.251 0.623 0.739 -0.81
C 1.126 -0.853 2.730 -0.72
N -0.526 0.610 -2.075 0.30
N -0.281 -0.141 0.076 -0.04
N -0.335 0.754 -3.343 -0.52
N 1.268 -1.125 1.418 -0.14
H 0.689 -1.083 -1.509 0.38
H 1.123 0.517 -1.055 0.41
H -2.176 0.210 0.266 0.40
H -1.489 0.457 1.858 0.26
H -1.165 1.738 0.581 0.37
H 1.799 -1.412 3.494 0.39
H 1.631 0.156 3.005 0.37
H 0.202 -1.027 3.221 0.39
H -1.553 0.624 -1.858 0.31
H 0.697 0.746 -3.555 0.32
H -0.947 1.341 -3.869 0.31
H 0.913 -2.024 1.029 0.34
```

Calculated values
Total charge ... +2
Energy relative to the best compared isomer or geometry (same formula, charge and spin) ... 9.604 eV
Lowest unoccupied orbital energy (alpha / beta) ... -0.3821 / -0.3978 Eh
DFT total energy ... -9240.42288 eV
HOMO-LUMO gap (alpha / beta) ... 8.31 / 7.77 eV
HOMO level (alpha / beta) ... -0.688 / -0.683 Ha

---

Record 8
The following is a DFT calculation (ωB97M-V/def2-TZVPD) of 2 unconnected molecules or ions with the total composition C3H12N4.

```
19
Properties=species:S:1:pos:R:3:mulliken_charge:R:1
C -0.743 0.557 0.092 0.48
C 2.104 0.889 -0.378 -1.25
C 1.281 -0.032 0.458 -0.27
N -1.225 -0.587 0.123 -0.39
N -0.880 1.827 -0.047 -0.34
N 1.275 -1.431 -0.047 -0.34
N -2.703 -0.885 0.029 -0.37
H 1.719 0.853 -1.392 0.42
H 3.154 0.473 -0.446 0.44
H 2.061 1.779 0.174 0.38
H 1.124 -0.041 1.552 0.48
H -0.171 2.477 0.169 0.19
H -1.842 2.296 -0.099 0.27
H 0.537 -2.016 0.301 0.36
H 2.230 -1.955 0.246 0.42
H 1.167 -1.535 -1.021 0.34
H -3.131 -0.764 -0.934 0.40
H -2.851 -1.798 0.524 0.37
H -3.106 -0.110 0.697 0.43
```

Calculated values
Total charge ... +2
Energy relative to the best compared isomer or geometry (same formula, charge and spin) ... 4.401 eV
Lowest unoccupied orbital energy ... -0.2812 Eh
DFT total energy ... -9245.62552 eV
HOMO-LUMO gap ... 10.13 eV
HOMO level ... -0.653 Ha

---

Record 9
The following is a DFT calculation (ωB97M-V/def2-TZVPD) of 2 unconnected molecules or ions with the total composition C3H12N4.

```
19
Properties=species:S:1:pos:R:3:mulliken_charge:R:1
C 1.024 -0.894 -0.469 -0.34
C 2.192 -0.001 -1.045 -0.47
C 0.758 -0.021 0.729 -0.18
N 1.797 0.701 1.048 0.20
N -1.513 0.601 -0.481 -0.45
N 2.749 0.703 0.086 -0.18
N -2.793 0.112 0.026 -0.24
H 0.255 -1.012 -1.219 0.22
H 1.389 -1.867 -0.208 0.35
H 3.050 -0.551 -1.443 0.36
H 1.704 0.788 -1.735 0.22
H 0.060 -0.259 1.487 0.42
H 1.871 0.929 1.949 0.24
H -1.231 0.146 -1.345 0.28
H -1.412 1.640 -0.545 0.30
H 3.655 1.051 0.068 0.22
H -3.345 0.881 0.334 0.36
H -2.748 -0.596 0.727 0.32
H -3.385 -0.200 -0.738 0.39
```

Calculated values
Total charge ... +2
Energy relative to the best compared isomer or geometry (same formula, charge and spin) ... 4.489 eV
Lowest unoccupied orbital energy (alpha / beta) ... -0.2833 / -0.2833 Eh
DFT total energy ... -9245.53763 eV
HOMO-LUMO gap (alpha / beta) ... 9.28 / 9.28 eV
HOMO level (alpha / beta) ... -0.624 / -0.624 Ha

---

Record 10
The following is a DFT calculation (ωB97M-V/def2-TZVPD) of 3 unconnected molecules or ions with the total composition C3H12NO.

```
17
Properties=species:S:1:pos:R:3:mulliken_charge:R:1
C -2.179 0.525 -0.527 -0.55
C -2.883 -0.679 0.160 -0.83
N 2.280 -0.477 -0.344 -0.33
C 3.263 0.560 -0.180 -0.74
H -2.678 1.443 -0.199 0.26
H -1.167 0.572 -0.054 0.10
H -2.197 0.364 -1.599 0.28
H -2.226 -1.541 0.114 0.25
H -2.915 -0.461 1.230 0.25
H -3.840 -0.891 -0.295 0.33
H 2.498 -1.165 -1.041 0.16
H 2.719 1.508 -0.114 0.24
H 3.860 0.663 -1.083 0.30
H 3.926 0.524 0.697 0.21
H 1.420 -0.524 0.196 0.28
H 0.114 -0.081 1.985 0.28
O 0.005 -0.340 1.053 -0.50
```

Calculated values
Energy relative to the best compared isomer or geometry (same formula, charge and spin) ... 0.797 eV
Lowest unoccupied orbital energy (alpha / beta) ... 0.0279 / -0.0967 Eh
DFT total energy ... -6839.61414 eV
HOMO-LUMO gap (alpha / beta) ... 9.22 / 5.60 eV
HOMO level (alpha / beta) ... -0.311 / -0.302 Ha
Spin multiplicity ... 2

---

Record 11
The following is a DFT calculation (ωB97M-V/def2-TZVPD) of 2 unconnected molecules or ions with the total composition C3H12NO.

```
17
Properties=species:S:1:pos:R:3:mulliken_charge:R:1
C 1.239 -2.116 -0.501 -0.65
O 1.438 -0.961 0.318 -0.60
H 1.232 -1.806 -1.532 0.30
H 0.301 -2.631 -0.248 0.28
H 1.964 -2.911 -0.325 0.30
H 1.412 -1.211 1.246 0.31
C -0.333 2.188 -0.287 -0.81
N -0.695 0.739 -0.314 -0.09
C -1.656 0.318 0.753 -0.91
H 0.372 2.456 -1.058 0.34
H 0.005 2.377 0.724 0.35
H -1.273 2.736 -0.351 0.36
H -1.106 0.505 -1.217 0.40
H 0.157 0.139 -0.272 0.35
H -2.607 0.799 0.583 0.40
H -1.692 -0.763 0.628 0.30
H -1.219 0.542 1.690 0.39
```

Calculated values
Total charge ... +1
Energy relative to the best compared isomer or geometry (same formula, charge and spin) ... 1.089 eV
Lowest unoccupied orbital energy ... -0.1166 Eh
DFT total energy ... -6836.32548 eV
HOMO-LUMO gap ... 11.81 eV
HOMO level ... -0.551 Ha

---

Record 12
The following is a DFT calculation (ωB97M-V/def2-TZVPD) of 2 unconnected molecules or ions with the total composition C3H12NO.

```
17
Properties=species:S:1:pos:R:3:mulliken_charge:R:1
C -1.539 -2.158 0.069 -0.58
O -1.430 -0.874 0.882 -0.49
H -2.238 -2.800 0.582 0.37
H -0.529 -2.362 -0.247 0.20
H -2.052 -1.752 -0.830 0.24
H -2.100 -1.083 1.540 0.29
C 0.924 0.558 -1.387 -1.01
C 1.196 1.544 -0.262 -0.40
N 0.677 0.973 1.059 -0.34
H 1.231 0.940 -2.385 0.36
H -0.150 0.541 -1.505 0.29
H 1.548 -0.310 -1.246 0.34
H 0.852 2.562 -0.377 0.38
H 2.273 1.584 0.003 0.32
H 0.759 -0.029 1.247 0.32
H 0.920 1.587 1.836 0.35
H -0.345 1.078 1.019 0.36
```

Calculated values
Total charge ... +1
Energy relative to the best compared isomer or geometry (same formula, charge and spin) ... 1.672 eV
Lowest unoccupied orbital energy ... -0.1219 Eh
DFT total energy ... -6835.74288 eV
HOMO-LUMO gap ... 11.19 eV
HOMO level ... -0.533 Ha